Formula: C38H44As3Cl2FNO11Y
Source: the OMol25 dataset
Level of theory: the ωB97M-V functional and the def2-TZVPD basis

Positions of all 101 atoms, in Å:
Y  -0.38367  -1.38711  -2.14367
C  -5.92848  -2.80331  2.87301
C  -5.18239  -1.51974  3.18767
C  -4.80864  -1.42355  4.65667
C  -4.19783  -0.06649  4.95226
C  -3.05870  0.21948  4.01510
C  -2.06880  1.10496  4.37127
C  -0.98920  1.34029  3.52027
F  -0.03683  2.18618  3.93120
C  -0.86889  0.72076  2.31130
C  -1.86138  -0.19433  1.92507
C  -1.72787  -0.89500  0.66667
O  -0.76134  -0.58667  -0.12404
C  -2.69364  -1.87211  0.38748
C  -3.77373  -2.02430  1.23620
N  -3.93500  -1.35614  2.36919
C  -2.95729  -0.44258  2.77024
C  -2.65842  -2.76616  -0.82478
O  -3.66903  -3.23188  -1.29070
O  -1.44487  -3.01356  -1.29015
H  -6.76236  -2.87974  3.56893
H  -5.29430  -3.68020  3.01241
H  -6.35160  -2.82036  1.87010
H  -5.81786  -0.66474  2.93334
H  -4.11180  -2.22831  4.90678
H  -5.70729  -1.57243  5.25363
H  -3.84011  -0.01401  5.98015
H  -4.96032  0.71144  4.84499
H  -2.10537  1.60810  5.32918
H  -0.01683  0.89438  1.66823
H  -4.53948  -2.73046  0.95554
Cl  -1.47915  -2.18619  -4.74127
C  -1.07689  -3.88701  -4.35475
Cl  0.56730  -3.92603  -3.68279
H  -1.10620  -4.46712  -5.26955
H  -1.77265  -4.23328  -3.59633
C  4.39904  0.67745  -3.72885
O  3.10334  1.05890  -3.22018
C  3.12888  1.93549  -2.19551
O  4.13752  2.32028  -1.67427
C  1.74447  2.39395  -1.87042
C  1.54706  3.33572  -0.94804
As  -0.08470  4.38344  -0.66311
C  -0.00782  4.44384  1.28319
C  -1.36902  2.93672  -1.00372
C  -1.27441  2.08925  -2.03044
As  0.37537  1.55414  -2.94108
C  0.34101  2.63919  -4.55506
C  -2.38163  1.20534  -2.50684
O  -2.22771  -0.01943  -2.56178
O  -3.47390  1.68204  -3.02560
C  -3.74627  3.09752  -3.13842
C  -2.60789  3.03542  -0.16979
O  -2.97004  4.05662  0.34884
O  -3.24035  1.86043  -0.06615
C  -4.43761  1.87651  0.73765
C  2.66967  3.90619  -0.12410
O  3.08376  5.01368  -0.32232
O  2.99015  3.10768  0.88546
C  4.06498  3.59576  1.72122
H  4.20636  -0.03541  -4.52378
H  4.99773  0.23134  -2.93844
H  4.91696  1.55347  -4.11317
H  0.75497  5.17827  1.54139
H  0.24847  3.48515  1.72245
H  -0.96905  4.79521  1.64821
H  0.28484  3.69493  -4.29579
H  -0.51457  2.35169  -5.16513
H  1.25622  2.44013  -5.10881
H  -4.18635  3.46275  -2.21386
H  -4.46568  3.17982  -3.94530
H  -2.84139  3.65249  -3.37614
H  -4.82388  0.86226  0.69916
H  -5.16116  2.57818  0.32662
H  -4.19168  2.17117  1.75687
H  4.17102  2.86292  2.51330
H  3.81161  4.57303  2.12521
H  4.97495  3.66865  1.12990
C  3.04936  -0.57156  0.23559
As  2.27824  -1.92235  -0.92208
C  1.82333  -3.28875  0.37976
C  3.84038  -2.69945  -1.83260
C  4.95798  -3.03065  -0.88909
C  5.04133  -4.29063  -0.30228
C  6.06145  -4.58676  0.58940
C  7.01129  -3.62579  0.90413
C  6.94191  -2.36989  0.31838
C  5.92105  -2.07537  -0.57199
H  3.69097  -1.06116  0.96725
H  2.24700  -0.03748  0.74378
H  3.64350  0.14198  -0.33134
H  2.71066  -3.57138  0.94553
H  1.40812  -4.16320  -0.11985
H  1.07002  -2.88310  1.05478
H  4.15379  -1.97834  -2.58799
H  3.47932  -3.58997  -2.35120
H  4.31341  -5.05209  -0.55981
H  6.12313  -5.57256  1.03058
H  7.81078  -3.85905  1.59406
H  7.68962  -1.62214  0.54698
H  5.88101  -1.09523  -1.03422

Results
Energy above the lowest of the compared OMol25 structures with the same formula, charge and spin ... 31.46 kJ/mol
Charge ... +2
Strongest force on any atom ... 0.01372 hartree/bohr
Total energy ... -10122.4345 hartree
M ... 1094.342 g mol⁻¹
Highest occupied orbital energy ... -13.0 eV
Frontier orbital gap ... 0.2682 Eh

Formula: C38H44F3N4O17P2
Source: the OMol25 dataset
Level of theory: the ωB97M-V functional and the def2-TZVPD basis

Positions of all 108 atoms, in Å:
N  -3.89150  -3.48238  1.57342
P  -2.80630  -2.77932  0.44634
O  -3.83038  -1.85264  -0.42932
C  -1.90428  -1.58055  1.57512
C  -0.61020  -1.96879  2.07848
C  -0.01955  -3.27293  1.60292
F  0.11420  -3.23581  0.25808
F  1.17247  -3.56900  2.10100
F  -0.82727  -4.32997  1.90721
C  0.06961  -1.17762  2.95979
C  1.44937  -1.48566  3.56572
O  1.38647  -1.93007  4.72677
O  2.40647  -1.20938  2.85192
C  -0.51598  0.03774  3.37602
N  0.14404  0.79450  4.28459
C  -0.41943  1.90566  4.65470
P  0.52316  2.85283  5.86992
O  0.77001  4.23300  5.45226
O  1.85684  2.02010  6.02766
O  -0.28368  2.79106  7.24731
C  -1.68999  2.32912  4.15810
C  -2.32616  3.61955  4.61214
C  -3.84040  3.59088  4.37290
C  -4.69048  4.27636  5.36149
O  -4.60993  2.78873  5.20756
N  -2.33563  1.60958  3.28700
C  -1.75389  0.44755  2.87986
C  -2.44040  -0.38435  1.95983
C  -3.75941  0.13389  1.50200
C  -4.90396  -0.03422  2.26451
C  -6.10789  0.50108  1.84065
N  -6.23836  1.20034  0.71601
C  -5.13571  1.35017  -0.01537
C  -3.89043  0.85243  0.32043
H  -4.12944  -2.87818  2.35399
H  -3.44712  -4.31740  1.93555
H  -4.69542  -1.80410  -0.00299
H  1.71951  1.05788  6.00785
H  -0.41161  1.89156  7.57598
H  -2.17246  3.78075  5.67512
H  -1.91433  4.43951  4.02289
H  -4.17715  3.65407  3.33838
H  -4.39868  4.35695  6.39833
H  -5.65519  4.65179  5.04982
H  -4.85904  -0.56749  3.20545
H  -6.98961  0.37324  2.45481
H  -5.23726  1.92039  -0.93031
H  -3.04003  1.01605  -0.32706
O  -1.21122  1.00760  -2.05021
C  -0.22989  0.37417  -2.31008
O  0.75545  0.87144  -3.10269
C  1.76870  -0.13042  -3.32773
C  1.62234  -1.10941  -2.17161
C  0.12603  -1.03536  -1.88201
H  1.58745  -0.59761  -4.29680
H  2.74011  0.35714  -3.35316
H  1.98741  -2.10468  -2.40854
H  2.17456  -0.74420  -1.30310
H  -0.45233  -1.73650  -2.48610
H  -0.10016  -1.18265  -0.83200
O  3.36439  3.64035  -7.74904
C  2.59366  3.80404  -6.84372
O  2.65242  3.08485  -5.70696
C  1.53282  3.40817  -4.84766
C  1.07778  4.79076  -5.29759
C  1.41750  4.75819  -6.78717
H  0.76177  2.65175  -4.98564
H  1.86569  3.37809  -3.81465
H  0.02948  4.97996  -5.07986
H  1.67166  5.56155  -4.80307
H  0.60768  4.32700  -7.37865
H  1.69466  5.72899  -7.18875
O  -0.16051  -2.87522  8.89058
C  0.19303  -3.88899  8.36450
O  -0.09142  -5.10769  8.90872
C  0.53352  -6.14751  8.14132
C  0.77048  -5.54344  6.76331
C  1.00150  -4.07021  7.09593
H  1.46759  -6.42595  8.63662
H  -0.12691  -7.01233  8.12693
H  1.59192  -6.01285  6.22628
H  -0.12938  -5.64377  6.15476
H  2.04765  -3.85782  7.31932
H  0.66365  -3.39929  6.30830
O  3.99287  -2.19263  -4.11293
C  4.95744  -1.97320  -3.44014
O  5.61959  -2.95229  -2.78537
C  6.65886  -2.39209  -1.96334
C  6.96475  -1.03152  -2.58037
C  5.60055  -0.63127  -3.13962
H  6.28161  -2.31036  -0.94247
H  7.50926  -3.06913  -1.97133
H  7.38166  -0.32446  -1.86680
H  7.67761  -1.14679  -3.39816
H  4.98862  -0.11762  -2.39578
H  5.66088  -0.02898  -4.04176
O  -1.38820  2.84902  -7.40974
C  -0.88117  1.92275  -7.97327
O  -1.02138  0.65032  -7.54300
C  -0.21313  -0.23884  -8.33289
C  0.01729  0.49532  -9.64946
C  0.02216  1.95377  -9.19423
H  0.71776  -0.42615  -7.79401
H  -0.74644  -1.17853  -8.45069
H  0.92578  0.18206  -10.15903
H  -0.82451  0.32219  -10.32149
H  1.01594  2.28247  -8.88050
H  -0.37051  2.64086  -9.93822

Results
Charge ... -1
Strongest force on any atom ... 0.04488 hartree/bohr
Total energy ... -3955.1385 hartree
M ... 947.723 g mol⁻¹
Highest occupied orbital energy ... -5.8 eV
Frontier orbital gap ... 0.2781 Eh

Formula: C38H45As2BrF4IN4P2SeV
Source: the OMol25 dataset
Level of theory: the ωB97M-V functional and the def2-TZVPD basis

Positions of all 99 atoms, in Å:
V  0.41553  -1.00940  -0.87500
C  4.14351  -1.54691  -0.00614
P  2.49617  -2.25926  -0.31816
C  2.33161  -3.41255  1.09138
C  2.84058  -3.45404  -1.68313
C  1.53923  -4.18146  -2.02668
P  0.24876  -2.92040  -2.37830
C  0.45922  -2.59171  -4.15387
C  -1.32810  -3.79614  -2.25441
H  4.83630  -2.34724  0.26072
H  4.08944  -0.83360  0.81484
H  4.50954  -1.02718  -0.89031
H  3.10823  -4.17972  1.04479
H  1.34259  -3.86600  1.09696
H  2.43640  -2.84363  2.01501
H  3.63514  -4.14419  -1.38847
H  3.20052  -2.89168  -2.54951
H  1.20031  -4.77609  -1.17466
H  1.65645  -4.85699  -2.87730
H  0.30781  -3.51370  -4.71795
H  1.46059  -2.20638  -4.35209
H  -0.25732  -1.84194  -4.49029
H  -1.30590  -4.70267  -2.86292
H  -2.12937  -3.14685  -2.59717
H  -1.51933  -4.04924  -1.21168
C  -4.24084  3.51882  0.40274
As  -2.64512  2.37818  0.50398
C  -3.52990  0.71602  -0.01912
C  -2.62515  2.15704  2.46534
C  -3.70000  1.58275  3.13700
C  -3.66197  1.36645  4.50576
C  -2.53024  1.72167  5.22185
C  -1.46160  2.31814  4.56960
C  -1.50224  2.55734  3.19719
As  0.02150  3.39369  2.27431
C  0.99962  4.04645  3.85090
C  -0.83307  5.12907  1.89319
H  -5.08676  3.05148  0.90705
H  -4.49167  3.67244  -0.64690
H  -4.03627  4.48402  0.86417
H  -4.35011  0.45482  0.64566
H  -2.80640  -0.09518  -0.04537
H  -3.93020  0.86331  -1.02304
H  -4.58568  1.28886  2.58781
H  -4.50808  0.91156  5.00544
H  -2.47616  1.53685  6.28763
H  -0.58580  2.58872  5.14483
H  1.49483  3.22690  4.37193
H  0.34459  4.57823  4.54143
H  1.76644  4.73315  3.48798
H  -1.49393  5.42216  2.70850
H  -1.39768  5.06978  0.96487
H  -0.04804  5.87658  1.77263
Br  4.65326  -1.08522  5.19578
C  4.94845  0.56400  4.32014
C  6.15608  1.21036  4.55436
C  6.42821  2.41688  3.93271
C  5.49596  2.97882  3.07234
C  4.29416  2.33085  2.83957
C  4.00581  1.11734  3.46400
I  2.17523  0.24625  3.00415
H  6.87586  0.76184  5.22464
H  7.37029  2.91440  4.12069
H  5.69973  3.92062  2.58065
H  3.56082  2.76226  2.16956
F  -3.67999  1.74853  -6.03142
C  -4.37676  0.80736  -5.36963
C  -5.72136  0.68471  -5.65292
F  -6.21591  1.52453  -6.57749
C  -6.57572  -0.23178  -5.01486
C  -5.90412  -1.01251  -4.05617
C  -4.56162  -0.88203  -3.78219
F  -4.03397  -1.72191  -2.86112
C  -3.72735  0.02796  -4.42002
C  -2.29110  0.16158  -4.11159
C  -1.72596  -0.14131  -2.90900
N  -1.09935  -0.33331  -1.93354
C  -1.31960  0.63929  -5.03184
N  -0.45343  0.96088  -5.72640
F  -6.56320  -1.97180  -3.38341
C  -7.97182  -0.36415  -5.31200
C  -8.85168  -1.12146  -4.50388
N  -9.61066  -1.70994  -3.85932
C  -8.58021  0.25762  -6.42763
N  -9.12564  0.73028  -7.33116
Se  -0.50249  -1.32060  1.16170
C  1.68913  2.44470  -2.73324
C  1.76839  0.95368  -2.40418
C  3.10776  0.37240  -2.84623
C  1.48623  0.71800  -0.91319
H  1.91835  2.63358  -3.78430
H  2.39831  3.00060  -2.11300
H  0.69010  2.83167  -2.52911
H  0.99109  0.46852  -3.01411
H  3.92943  0.82701  -2.28483
H  3.28213  0.55287  -3.90862
H  3.15541  -0.70869  -2.68606
H  0.72223  1.41397  -0.55046
H  2.38127  0.83680  -0.29627

Results
Multiplicity ... 2
Energy above the lowest of the compared OMol25 structures with the same formula, charge and spin ... 20.19 kJ/mol
Charge ... -1
Strongest force on any atom ... 0.03436 hartree/bohr
Total energy ... -13464.9045 hartree
M ... 1182.302 g mol⁻¹
Highest occupied orbital energy (alpha / beta) ... -3.7 / -3.7 eV
Frontier orbital gap (alpha / beta) ... 0.1540 / 0.1867 Eh